[1]
5 unconnected molecules or ions with the total composition C31H55N2O14. Source: the Open Molecules 2025 dataset; level of theory: wB97M-V/def2-TZVPD.

The calculation puts the energy above the lowest of the compared OMol25 structures with the same formula, charge and spin at 0.0 kJ/mol. As for the total charge: +1. The HOMO-LUMO gap comes out at 7.831 eV. The value obtained for the HOMO energy is -11.89 eV.

Atoms and positions in Å:
C (-3.872, -2.008, -0.591)
C (-3.170, -2.783, 0.481)
C (-2.384, -3.977, 0.050)
N (-3.314, -2.421, 1.737)
N (-2.127, -1.889, 2.364)
C (-1.983, -2.492, 3.746)
C (-0.918, -3.597, 3.734)
C (-1.322, -4.800, 4.606)
C (-0.388, -5.943, 4.360)
O (-0.654, -6.852, 3.647)
O (0.831, -5.900, 5.008)
C (-2.150, -0.407, 2.359)
C (-0.830, 0.230, 1.917)
C (-0.339, -0.262, 0.580)
C (0.525, -1.358, 0.524)
C (0.979, -1.891, -0.676)
C (0.564, -1.315, -1.875)
C (-0.274, -0.211, -1.812)
C (-0.744, 0.318, -0.619)
H (-3.371, -2.196, -1.534)
H (-3.877, -0.957, -0.319)
H (-4.917, -2.335, -0.647)
H (-2.320, -4.009, -1.034)
H (-2.851, -4.903, 0.385)
H (-1.348, -3.957, 0.405)
H (-1.329, -2.243, 1.821)
H (-2.943, -2.929, 3.996)
H (-1.659, -1.743, 4.461)
H (0.040, -3.184, 4.051)
H (-0.756, -3.997, 2.727)
H (-1.334, -4.460, 5.642)
H (-2.320, -5.111, 4.309)
H (1.478, -5.594, 4.361)
H (-2.404, -0.028, 3.345)
H (-2.942, -0.047, 1.711)
H (-0.054, 0.174, 2.680)
H (-1.029, 1.296, 1.794)
H (0.847, -1.813, 1.457)
H (1.627, -2.756, -0.646)
H (0.916, -1.749, -2.799)
H (-0.577, 0.266, -2.737)
H (-1.409, 1.172, -0.626)
C (-6.282, -4.818, 8.757)
C (-4.807, -5.135, 8.647)
O (-4.096, -4.102, 7.937)
C (-3.820, -3.009, 8.646)
O (-4.100, -2.811, 9.796)
O (-3.177, -2.153, 7.840)
C (-2.894, -0.886, 8.444)
H (-6.705, -4.620, 7.771)
H (-6.817, -5.653, 9.210)
H (-6.448, -3.932, 9.369)
H (-4.664, -6.044, 8.066)
H (-4.357, -5.296, 9.626)
H (-2.376, -1.010, 9.392)
H (-3.816, -0.325, 8.587)
H (-2.252, -0.345, 7.754)
C (5.371, 1.895, -6.834)
C (3.938, 1.470, -6.605)
O (3.850, 0.380, -5.669)
C (3.960, 0.715, -4.389)
O (4.099, 1.825, -3.947)
O (3.890, -0.406, -3.660)
C (4.067, -0.200, -2.260)
H (5.981, 1.040, -7.129)
H (5.426, 2.653, -7.617)
H (5.809, 2.308, -5.926)
H (3.507, 1.098, -7.532)
H (3.322, 2.304, -6.271)
H (3.385, 0.561, -1.885)
H (5.098, 0.076, -2.045)
H (3.847, -1.144, -1.768)
C (-4.749, 5.950, 5.216)
C (-3.289, 5.727, 4.889)
O (-3.096, 4.522, 4.123)
C (-3.379, 4.619, 2.830)
O (-3.757, 5.597, 2.247)
O (-3.181, 3.412, 2.271)
C (-3.534, 3.376, 0.886)
H (-5.169, 5.070, 5.706)
H (-4.863, 6.810, 5.875)
H (-5.330, 6.129, 4.313)
H (-2.717, 5.588, 5.804)
H (-2.861, 6.579, 4.362)
H (-3.036, 4.164, 0.327)
H (-4.614, 3.456, 0.775)
H (-3.209, 2.410, 0.502)
C (9.626, 4.999, -11.259)
C (9.180, 3.628, -10.798)
O (7.835, 3.652, -10.294)
C (6.878, 3.660, -11.220)
O (7.039, 3.632, -12.412)
O (5.699, 3.715, -10.595)
C (4.576, 3.806, -11.475)
H (9.489, 5.731, -10.462)
H (10.677, 4.981, -11.546)
H (9.040, 5.333, -12.115)
H (9.799, 3.293, -9.969)
H (9.270, 2.889, -11.594)
H (4.595, 3.014, -12.219)
H (4.557, 4.781, -11.960)
H (3.687, 3.698, -10.859)

Mulliken atomic charge list, values in e, 6 entries: atom 1 (C): -1.11, atom 2 (C): 0.93, atom 3 (C): -0.98, atom 4 (N): -1.03, atom 5 (N): 1.30, atom 6 (C): -0.55

---

[2]
A gas-phase ion, C3H4NS (charge +1). Source: the Open Molecules 2025 dataset; level of theory: wB97M-V/def2-TZVPD.

The calculation puts the energy above the lowest of the compared OMol25 structures with the same formula, charge and spin at 320.3 kJ/mol. As for the total charge: +1. The HOMO-LUMO gap comes out at 7.879 eV. The value obtained for the HOMO energy is -15.50 eV.

Atoms and positions in Å:
C (-0.571, -0.031, 2.338)
C (0.167, -0.731, 0.518)
C (-0.296, 0.749, 0.258)
N (-0.373, -1.075, 1.795)
S (-0.654, 1.565, 1.971)
H (-0.427, -1.309, -0.168)
H (1.239, -1.214, 0.294)
H (0.231, 1.536, -0.322)
H (-1.252, 0.772, -0.382)

Mulliken atomic charge list, values in e, 6 entries: atom 1 (C): 0.52, atom 2 (C): -0.43, atom 3 (C): -0.40, atom 4 (N): -0.11, atom 5 (S): 0.06, atom 6 (H): 0.26

---

[3]
C16H11FN4 in the gas phase. Source: the Open Molecules 2025 dataset; level of theory: wB97M-V/def2-TZVPD.

As for the total charge: 0. The HOMO-LUMO gap comes out at 7.033 eV. The value obtained for the HOMO energy is -7.38 eV.

Atoms and positions in Å:
F (3.993, -5.153, 1.593)
N (2.807, -3.879, -0.061)
N (-0.145, -0.961, -1.242)
C (1.681, -1.188, 3.021)
C (0.722, -0.439, 2.330)
C (1.940, -2.891, -0.159)
C (3.313, -3.982, 1.214)
C (-0.129, -0.375, -0.060)
C (3.068, -3.081, 2.335)
C (-2.657, 2.902, -2.928)
C (-2.638, 3.474, -1.660)
C (2.179, -2.106, 2.096)
C (1.598, -1.974, 0.882)
C (-0.709, -0.214, -2.259)
C (-1.990, 1.594, -3.165)
C (-0.847, 0.854, 0.232)
C (-1.961, 2.852, -0.613)
C (-1.279, 0.973, -2.131)
C (-1.345, 1.588, -0.847)
N (-1.957, 3.493, 0.559)
N (0.640, -0.955, 1.042)
H (1.854, -1.146, 4.113)
H (0.060, 0.143, 2.699)
H (1.631, -2.940, -1.173)
H (3.569, -3.248, 3.345)
H (-3.144, 3.375, -3.786)
H (-3.129, 4.395, -1.323)
H (-0.753, -0.908, -3.192)
H (-1.776, 1.127, -4.100)
H (-0.647, 1.355, 1.113)
H (-2.437, 4.368, 0.769)
H (-1.511, 2.946, 1.355)

Mulliken atomic charge list, values in e, 6 entries: atom 1 (F): -0.26, atom 2 (N): -0.63, atom 3 (N): -0.48, atom 4 (C): -1.11, atom 5 (C): -0.31, atom 6 (C): -0.33